1.
88
Properties=species:S:1:pos:R:3:forces:R:3:nbo_charge:R:1 method="wB97M-V/def2-TZVPD" spin_multiplicity=1 total_charge=+1 relative_energy_kj_mol=39.11
Zr -0.1897 0.1417 0.0239 0.2 -0.6 -3.6 2.1994
O -1.1602 1.7823 3.3706 0.6 -0.5 -0.7 -0.5393
C -0.6095 1.1586 2.4898 -0.2 1.4 2.0 0.6823
O -1.1411 0.2205 1.7653 -1.0 -0.4 0.4 -0.8236
C 0.8281 1.4629 1.9875 0.6 2.2 1.8 0.6556
O 1.3778 2.5383 2.1468 -0.5 -1.1 0.3 -0.5628
O 1.2880 0.4850 1.2744 1.2 -0.1 0.6 -0.8143
O 2.3457 -0.3026 -0.8159 -0.2 0.0 -0.2 -0.7442
C 2.5893 -0.7670 -2.1312 0.1 -0.1 -0.3 -0.1087
C 1.4367 -0.3753 -3.0239 0.3 0.0 0.2 0.2280
C 1.5883 -0.4632 -4.4048 -0.2 0.1 0.2 -0.2429
C 0.5193 -0.1477 -5.2211 0.0 0.0 0.3 -0.1222
C -0.6573 0.2724 -4.6168 0.2 0.0 0.1 -0.2346
C -0.7136 0.3502 -3.2380 -0.3 0.1 -0.3 0.0691
N 0.3024 0.0182 -2.4335 0.0 -0.2 -0.1 -0.5331
H 2.7849 -0.8939 -0.1746 -0.2 0.1 0.0 0.5442
H 2.6985 -1.8613 -2.1361 0.0 0.1 0.1 0.2248
H 3.5168 -0.3286 -2.5306 -0.2 -0.1 0.1 0.2045
H 2.5345 -0.7784 -4.8160 0.1 0.0 0.0 0.2356
H 0.5975 -0.2249 -6.2937 0.0 0.0 -0.1 0.2363
H -1.5087 0.5557 -5.2110 -0.2 0.0 0.0 0.2358
H -1.6124 0.7021 -2.7480 0.1 -0.1 -0.1 0.2279
C -2.6821 -4.7805 3.1447 -0.1 0.1 0.0 -0.2211
C -1.6168 -5.4252 2.5379 0.0 -0.1 0.0 -0.1417
C -0.8583 -4.7640 1.5894 0.1 0.1 -0.1 -0.2294
C -1.1457 -3.4511 1.2219 0.3 0.8 -0.3 -0.4214
C -2.2160 -2.8162 1.8482 0.1 0.1 -0.1 -0.2179
C -2.9803 -3.4723 2.7981 -0.2 0.0 0.1 -0.2197
Si -0.1160 -2.5365 -0.1390 0.2 -2.9 0.0 0.8174
C -0.6323 -3.5601 -1.7258 0.2 0.7 0.4 -0.4459
C -1.6868 -4.4722 -1.7150 0.0 0.1 0.3 -0.2173
C -2.0727 -5.1511 -2.8568 -0.1 -0.1 -0.1 -0.2012
C -1.4076 -4.9453 -4.0530 0.0 0.0 0.0 -0.2063
C -0.3408 -4.0650 -4.0854 0.1 0.0 -0.1 -0.2363
C 0.0309 -3.3863 -2.9393 0.1 0.1 0.1 -0.1546
C 1.6846 -3.1927 0.2311 -0.5 0.6 -0.2 -0.4434
C 2.2528 -4.3043 -0.3846 -0.2 0.0 -0.1 -0.1643
C 3.5145 -4.7575 -0.0345 0.1 0.0 0.1 -0.2213
C 4.2489 -4.0941 0.9354 0.0 -0.1 -0.1 -0.1963
C 3.7086 -2.9795 1.5553 0.1 0.1 0.1 -0.2116
C 2.4418 -2.5380 1.2086 -0.2 -0.1 0.1 -0.2757
H -3.2737 -5.2949 3.8866 -0.1 0.0 0.1 0.2185
H -1.3777 -6.4449 2.8029 0.0 -0.1 0.0 0.2092
H -0.0269 -5.2704 1.1205 0.1 -0.1 0.0 0.2142
H -2.4359 -1.7830 1.5980 -0.1 -0.1 0.1 0.2013
H -3.8065 -2.9633 3.2743 -0.1 0.0 0.1 0.2095
H -2.2095 -4.6637 -0.7893 -0.1 0.0 0.1 0.2192
H -2.8914 -5.8532 -2.8080 -0.1 -0.1 0.0 0.2168
H -1.7141 -5.4695 -4.9456 0.0 -0.1 -0.1 0.2197
H 0.2070 -3.9024 -5.0022 0.0 0.0 -0.1 0.2111
H 0.8737 -2.7139 -2.9908 0.1 0.0 -0.1 0.1726
H 1.6855 -4.8312 -1.1386 0.0 -0.1 -0.1 0.2106
H 3.9184 -5.6382 -0.5109 0.1 -0.1 -0.1 0.2203
H 5.2271 -4.4540 1.2159 0.1 0.0 0.0 0.2213
H 4.2678 -2.4625 2.3214 0.1 0.0 0.1 0.2210
H 2.0067 -1.6949 1.7374 0.1 0.0 0.1 0.2231
C -0.3765 4.7746 0.4626 -0.2 -0.1 0.1 -0.4210
N 0.8810 4.3004 -0.0791 0.0 -0.3 0.0 -0.5696
C 1.0764 3.0101 -0.3932 1.3 1.1 -0.6 0.8458
N 2.3503 2.6184 -0.6306 -0.4 -0.2 0.0 -0.7942
O 0.1149 2.2245 -0.5985 -0.4 -0.3 0.2 -0.7890
H -0.3365 5.8571 0.5324 0.0 0.0 0.0 0.2256
H -0.5483 4.3560 1.4577 0.0 0.0 0.0 0.2186
H -1.1956 4.4918 -0.1948 0.0 0.1 0.0 0.2101
H 1.6971 4.8214 0.2027 0.0 -0.1 -0.1 0.4055
H 3.1008 3.1673 -0.2425 -0.1 0.0 0.0 0.4042
H 2.5013 1.6124 -0.6379 0.1 0.2 0.0 0.4343
C -3.6792 -1.8272 -1.2460 0.3 -0.2 -0.2 -0.4140
N -4.1404 -0.7148 -0.4463 0.6 0.3 0.0 -0.4027
C -5.4702 -0.8540 0.1200 -0.4 0.2 0.1 -0.2095
C -6.0765 0.5161 0.3775 0.2 -0.1 0.1 -0.4182
C -5.0854 1.3113 1.2107 -0.5 -0.1 0.0 -0.2105
N -3.7962 1.3484 0.5486 0.5 -0.3 -0.2 -0.3970
C -2.9540 2.4804 0.8674 0.3 0.2 0.0 -0.4224
C -3.3238 0.3168 -0.1667 -1.6 0.1 0.1 0.8430
O -2.1505 0.3438 -0.6655 0.2 0.0 -0.1 -0.8155
H -4.3432 -1.9587 -2.1024 0.0 0.0 0.0 0.2111
H -3.6770 -2.7395 -0.6475 0.0 0.0 0.0 0.2237
H -2.6682 -1.6315 -1.6050 -0.2 -0.2 0.0 0.2442
H -5.4123 -1.4341 1.0484 0.0 0.0 -0.1 0.2079
H -6.0779 -1.4088 -0.5969 0.1 0.0 0.1 0.2226
H -7.0229 0.4250 0.9097 0.0 0.0 0.0 0.2404
H -6.2611 1.0245 -0.5717 0.0 0.0 0.0 0.2164
H -4.9797 0.8688 2.2074 0.0 0.1 0.0 0.2103
H -5.4264 2.3398 1.3342 0.1 0.0 0.0 0.2229
H -3.4490 3.4001 0.5425 0.1 -0.1 0.0 0.2068
H -2.0069 2.3696 0.3347 -0.3 0.3 0.2 0.2301
H -2.7734 2.5246 1.9468 0.0 0.0 -0.2 0.2420


2.
12
Properties=species:S:1:pos:R:3:forces:R:3:nbo_charge:R:1 method="wB97M-V/def2-TZVPD" spin_multiplicity=1 relative_energy_kj_mol=673.86
C 0.6072 0.6821 1.1584 0.4 0.0 0.3 -0.2312
C 0.4414 0.2414 -0.2519 0.6 1.1 0.1 -0.0545
C 0.1696 -2.0510 -0.5712 0.0 0.1 0.5 -0.0471
O -1.3936 1.7451 -0.1517 0.2 1.3 -0.4 -0.5958
N -0.9393 0.4384 -0.0936 -1.0 -0.5 0.9 -0.0841
N 0.9447 -1.0538 -0.5756 0.1 -0.4 0.1 -0.3958
H -1.7390 1.9721 -1.0267 0.1 -0.5 -0.2 0.4678
H 1.3088 1.4924 1.3249 -0.5 0.6 -0.3 0.1840
H -0.0018 0.4996 2.0346 0.1 -1.1 -0.4 0.2119
H 0.8900 1.0598 -0.8441 0.1 -0.5 -0.1 0.2037
H 0.6207 -3.0383 -0.5850 0.0 -0.1 -0.5 0.1721
H -0.9086 -1.9878 -0.4181 0.0 0.1 0.0 0.1690


3.
8
Properties=species:S:1:pos:R:3:forces:R:3:nbo_charge:R:1 method="wB97M-V/def2-TZVPD" spin_multiplicity=1 relative_energy_kj_mol=202.30
O -2.5404 0.3868 0.3502 1.2 0.4 -0.3 -0.9225
S -1.3322 0.3137 -0.5317 -0.3 -0.4 -0.2 0.9879
C 0.2486 1.0452 0.0678 1.3 -1.7 1.3 -0.4243
C 1.0677 -0.0229 0.2552 -2.1 -1.1 0.0 -0.4138
P -0.1454 -1.5250 0.0398 0.5 1.7 0.3 0.3384
H 0.5272 2.0661 0.3222 -0.6 0.0 -0.3 0.2342
H 2.0278 -0.2263 0.7473 -0.1 0.9 -0.7 0.2347
H 0.1467 -2.0376 -1.2508 0.2 0.2 -0.1 -0.0346


4.
14
Properties=species:S:1:pos:R:3:forces:R:3:nbo_charge:R:1 method="wB97M-V/def2-TZVPD" spin_multiplicity=1 relative_energy_kj_mol=123.67
N 0.7117 1.3828 0.2160 0.3 0.1 0.4 -0.8511
C 0.0414 0.1288 0.5138 0.0 0.0 -2.1 -0.2074
C -1.1550 0.0093 -0.4747 -0.7 0.6 0.8 -0.0469
O -2.1769 -0.8397 -0.0025 1.2 -1.6 -0.1 -0.7057
C 0.9515 -1.0025 0.0877 1.8 -2.0 0.8 0.7649
O 0.7214 -2.1786 0.3187 -0.3 1.4 -0.5 -0.5995
O 2.1268 -0.6291 -0.4951 -1.4 -1.1 0.4 -0.6696
H 0.9941 1.8651 1.0476 0.2 0.2 0.4 0.3812
H 0.0958 1.9882 -0.2850 -0.2 0.5 -0.3 0.3735
H -0.2482 -0.0270 1.5331 -0.3 0.0 0.5 0.2295
H -0.7731 -0.2901 -1.4444 0.1 -0.2 -0.3 0.1737
H -1.6069 1.0098 -0.6207 0.1 -0.4 0.3 0.1709
H -1.7451 -1.7461 0.0759 -0.9 1.4 -0.1 0.4869
H 2.0625 0.3292 -0.4702 0.2 1.1 -0.2 0.4998


5.
12
Properties=species:S:1:pos:R:3:forces:R:3:lowdin_spin:R:1 method="wB97M-V/def2-TZVPD" spin_multiplicity=3 s2=2.025 relative_energy_kj_mol=322.05
C -2.1466 0.4295 -0.1696 1.9 0.1 0.0 0.6316
C -3.2884 0.0911 -0.0074 -1.1 0.2 0.0 0.0641
C 1.5169 1.3525 0.0423 2.8 -0.3 -0.3 0.2670
C 2.3287 -0.6492 0.1443 0.1 -0.3 0.0 0.2141
C 0.5140 0.4622 -0.1048 -4.9 -1.6 0.0 0.6671
N 2.6510 0.6211 0.1868 1.4 1.3 0.8 0.0795
N 1.0011 -0.8052 -0.0331 0.0 0.8 -0.7 0.0625
O -4.5909 0.0186 0.1480 -0.5 -0.4 0.3 -0.0028
H 1.5097 2.4210 0.0533 0.0 0.2 -0.1 0.0083
H 3.0286 -1.4552 0.2380 0.2 -0.2 0.1 0.0094
H 0.4483 -1.6435 -0.1008 0.0 0.0 0.0 0.0007
H -5.0558 0.2611 -0.6594 0.1 0.0 -0.1 -0.0016


6.
18
Properties=species:S:1:pos:R:3:forces:R:3:nbo_charge:R:1 method="wB97M-V/def2-TZVPD" spin_multiplicity=1 relative_energy_kj_mol=424.66
C -1.5692 -0.7894 -1.9097 -0.3 0.1 -0.1 -0.5914
C -1.1916 -0.8663 -0.4281 0.2 0.6 -0.8 -0.1627
C -1.9267 0.2054 0.4480 0.2 0.3 -0.1 -0.5104
C -2.8276 -0.9141 0.9407 -0.9 -0.1 0.5 0.6092
O -3.8690 -0.9299 1.5419 0.7 0.0 -0.4 -0.4951
C -1.9556 -1.9943 0.3295 0.2 -0.4 0.1 -0.5008
C 0.2875 -0.8953 -0.2872 3.7 0.3 2.0 0.5413
N 1.1997 -1.6435 0.0663 0.6 1.0 0.0 -0.6060
H -2.6612 -0.7145 -2.0069 0.2 0.0 0.0 0.2152
H -1.1296 0.0952 -2.3890 0.0 -0.2 0.1 0.2276
H -1.2389 -1.6916 -2.4413 0.0 0.3 0.1 0.2273
H -1.3166 0.6094 1.2691 -0.1 -0.1 -0.2 0.2425
H -2.4177 1.0293 -0.0860 0.2 -0.2 0.1 0.2450
H -2.4637 -2.7491 -0.2849 0.2 0.2 0.1 0.2449
H -1.3495 -2.4952 1.0975 -0.1 0.1 -0.2 0.2646
O 1.2989 0.5809 -0.0721 -2.8 0.0 -1.2 -0.8978
H 2.0608 -0.6398 0.2971 -2.5 -2.6 -0.6 0.4807
H 0.6650 1.1753 0.3432 0.6 0.8 0.5 0.4659


7.
24
Properties=species:S:1:pos:R:3:forces:R:3:lowdin_spin:R:1 method="wB97M-V/def2-TZVPD" spin_multiplicity=8 s2=16.021 total_charge=+3 relative_energy_kj_mol=859.31
O -0.1445 3.6095 -0.7776 -1.8 -8.0 -3.7 0.0377
C -0.3588 2.5402 -1.2793 3.2 18.6 5.4 0.0159
Gd -0.6833 0.6529 -1.7858 1.0 -5.1 8.5 6.7581
O 1.8905 1.1110 -3.8708 -9.2 -1.1 6.0 0.0267
C 0.8763 0.9889 -3.1889 13.6 1.9 -9.7 0.0153
C -2.4013 1.4371 -2.7485 -15.6 6.3 -6.3 -0.0100
O -3.4843 1.8459 -3.1550 9.6 -3.6 3.5 0.0261
C -1.0515 -0.9512 -2.9161 -3.5 -16.0 -10.9 -0.0075
O -1.2635 -2.0225 -3.4217 1.6 8.0 4.0 0.0282
C -0.1723 -2.8921 2.1857 -0.3 -0.9 0.3 0.0032
C 0.0550 -1.5991 1.5874 0.5 1.2 0.1 0.0100
C 0.7225 -0.4875 2.1270 0.0 0.4 -0.6 0.0174
C 0.7214 0.5382 1.1761 -0.4 -2.5 1.1 0.0074
N 0.0392 0.0865 0.0621 0.5 -1.1 2.6 0.0667
N -0.3521 -1.2490 0.3607 0.4 1.3 -0.1 0.0025
C 1.3499 1.8251 1.3806 0.7 1.2 0.0 -0.0006
H 0.7936 -3.3497 2.4445 -0.2 0.1 0.0 0.0021
H -0.7549 -2.7749 3.1129 0.2 -0.1 -0.2 0.0003
H -0.7082 -3.5453 1.5059 -0.1 -0.3 0.1 0.0000
H 1.1759 -0.4413 3.1121 -0.1 0.0 -0.2 0.0015
H -0.8644 -1.8019 -0.3010 -0.1 -0.5 0.1 -0.0005
H 0.8406 2.3547 2.2025 0.2 0.0 -0.3 -0.0004
H 2.3974 1.6643 1.6888 -0.4 0.1 0.0 -0.0004
H 1.3768 2.4604 0.4984 0.2 0.0 0.2 0.0002


8.
20
Properties=species:S:1:pos:R:3:forces:R:3:nbo_charge:R:1 method="wB97M-V/def2-TZVPD" spin_multiplicity=1 relative_energy_kj_mol=0.00
C -2.8052 -2.0153 -1.6643 1.7 1.2 1.6 -0.1943
C -1.8312 -1.5804 -1.0618 -0.9 -1.4 -1.9 -0.4767
C -0.8054 -0.0321 1.0799 -2.2 0.7 1.0 -1.3645
C -0.0198 0.9132 -1.2567 2.1 -0.3 1.0 -1.2804
C 1.6271 1.9896 1.5029 -2.1 0.7 1.3 -1.0759
C 1.2256 -2.0603 -0.4719 1.4 0.5 1.1 -1.1126
Si -0.0761 1.6312 0.5887 1.0 -0.3 -1.0 1.3417
Si -0.2411 -0.8488 -0.5247 -0.3 1.3 0.4 1.5867
H -3.7745 -2.2124 -2.0062 -0.6 -0.4 -0.4 0.2257
H -0.7425 -0.5404 2.0445 0.4 0.3 0.0 0.2608
H -1.9586 0.2498 1.0210 2.0 -0.9 -0.3 0.2752
H -0.8486 1.2912 -1.7942 -1.1 0.2 -0.5 0.2570
H 0.8702 1.1175 -1.8887 -0.4 -0.2 0.5 0.2535
H 2.4650 1.2963 1.4551 -0.3 -0.2 -0.2 0.2434
H 1.9616 2.9882 1.2492 0.3 0.2 -0.3 0.2331
H 1.3050 2.1087 2.6063 0.6 -0.4 -1.5 0.2335
H 1.6058 -2.3404 0.5623 -1.0 0.4 -1.0 0.2537
H 0.8846 -2.9453 -0.9459 -0.4 -1.1 -0.3 0.2483
H 2.1994 -1.8561 -0.9795 -1.0 0.6 0.0 0.2564
H -1.0414 2.8457 0.4841 0.8 -0.8 0.6 -0.1646


Respective E_tot values: -2456.6915, -302.4364, -892.6866, -398.9906, -377.3476, -439.1146, -1522.2958, -814.7333 hartree.